[1]
79
Properties=species:S:1:pos:R:3:forces:R:3:lowdin_charge:R:1 method="wB97M-V/def2-TZVPD" e_homo_ev=-12.520 largest_force_ev_per_a=0.597 energy_ev=-87693.0970 charge=+2
Zr -1.516564 0.407671 0.263493 0.28 0.09 0.11 1.665
C -2.527756 4.342362 -3.433144 -0.03 0.07 0.01 -0.401
S -3.450964 2.804776 -3.567640 -0.01 -0.02 0.01 0.943
C -2.618451 1.721080 -2.512396 -0.01 0.05 -0.23 -1.045
S -1.206001 2.223392 -1.625668 -0.12 -0.23 0.24 0.672
N -3.126373 0.515081 -2.515451 0.35 0.00 0.33 -0.059
N -2.469417 -0.326609 -1.642868 -0.35 -0.07 -0.48 -0.177
C -2.598183 -1.580442 -1.881199 -0.02 0.00 -0.05 -0.025
C -1.969438 -2.533426 -0.972563 -0.04 0.09 -0.03 -0.243
C -1.942522 -3.890694 -1.235105 0.05 -0.06 0.04 0.032
C -1.290099 -4.728148 -0.339871 -0.03 0.01 -0.06 0.003
C -0.693896 -4.178281 0.782264 0.03 0.05 0.07 -0.005
C -0.780084 -2.810695 0.981560 0.00 -0.01 -0.04 -0.117
N -1.405444 -1.997681 0.128806 -0.10 0.11 -0.05 -0.027
H -3.071836 5.038227 -4.070284 0.01 0.00 0.00 0.047
H -1.514115 4.234530 -3.809338 0.00 -0.03 0.00 0.038
H -2.525682 4.717615 -2.413195 0.00 -0.01 0.00 0.030
H -3.147780 -1.906882 -2.758629 -0.03 -0.02 0.03 0.154
H -2.416819 -4.278318 -2.126062 0.00 0.00 0.00 0.135
H -1.248920 -5.793947 -0.519291 0.00 0.00 0.00 0.132
H -0.176311 -4.792469 1.504955 0.00 -0.01 -0.01 0.125
H -0.346020 -2.351384 1.861437 0.00 -0.01 0.01 0.118
N -1.134249 1.387644 3.691580 0.02 -0.01 -0.01 0.151
C -0.330995 2.118681 2.839978 -0.01 0.03 0.01 -0.278
C 0.270029 3.253598 3.403434 -0.02 -0.04 0.00 0.019
C 1.110938 4.019921 2.644980 0.03 0.04 -0.02 -0.001
C 1.371255 3.634740 1.327195 -0.03 -0.02 0.02 -0.015
C 0.750880 2.520072 0.848745 -0.01 -0.06 0.01 -0.171
N -0.117905 1.749181 1.572396 -0.02 0.10 -0.07 -0.021
C -1.885147 0.239672 3.577655 -0.09 0.05 0.05 -0.265
C -2.354188 -0.300133 4.788280 0.01 0.05 -0.05 0.020
C -3.214807 -1.361501 4.768781 -0.03 -0.04 0.03 -0.007
C -3.612819 -1.884001 3.534620 -0.01 0.02 0.01 -0.017
C -3.083431 -1.337101 2.403976 -0.01 0.11 0.00 -0.138
N -2.197760 -0.295191 2.391907 0.08 -0.14 0.12 -0.004
H -1.128866 1.751396 4.631594 0.00 0.00 0.00 0.147
H 0.054035 3.514853 4.430762 0.00 0.00 0.00 0.131
H 1.569250 4.904220 3.066891 0.00 0.00 -0.01 0.133
H 2.036772 4.194191 0.687329 0.00 0.01 0.01 0.128
H 0.936802 2.192102 -0.161484 0.00 0.01 0.00 0.060
H -2.038227 0.143304 5.723015 0.00 0.00 0.00 0.130
H -3.588685 -1.774808 5.695883 -0.01 -0.01 -0.01 0.132
H -4.324491 -2.692289 3.458365 0.00 0.00 0.01 0.127
H -3.398942 -1.700862 1.440170 0.06 -0.06 0.00 0.101
N 5.539968 -1.937292 -0.958369 0.06 -0.06 -0.09 0.173
C 6.576219 -2.273012 -1.805430 0.02 -0.01 0.17 -0.181
C 7.863691 -2.753996 -1.565957 -0.02 0.00 -0.02 -0.011
C 8.642395 -2.977406 -2.677811 0.01 0.00 -0.03 -0.064
C 8.169087 -2.733369 -3.985492 0.00 0.00 0.03 -0.066
C 6.900498 -2.259792 -4.212711 0.01 -0.01 0.00 0.000
C 6.089683 -2.028554 -3.094664 -0.12 0.05 -0.12 -0.214
N 4.791376 -1.566642 -3.031875 0.12 -0.05 -0.01 0.194
C 4.503530 -1.531022 -1.758904 -0.15 0.07 0.10 -0.292
C 3.205632 -1.085768 -1.269395 0.13 -0.06 -0.05 -0.097
C 2.881871 -0.969679 0.083556 -0.05 0.00 0.07 0.023
C 1.628428 -0.528519 0.441077 -0.01 -0.07 0.00 -0.148
N 0.676629 -0.196188 -0.447273 0.11 0.13 -0.01 -0.111
C 0.992230 -0.308129 -1.754189 0.01 -0.08 0.00 -0.124
C 2.218769 -0.744172 -2.195517 -0.11 0.03 -0.03 0.036
H 5.539940 -2.047442 0.039446 0.01 0.03 0.01 0.155
H 8.235599 -2.942016 -0.568060 0.00 0.00 0.00 0.114
H 9.649553 -3.350305 -2.549719 0.00 0.00 0.00 0.112
H 8.827166 -2.925613 -4.821452 0.00 0.00 0.00 0.110
H 6.530493 -2.069021 -5.210363 0.00 0.00 0.00 0.118
H 3.590282 -1.199187 0.867311 0.01 -0.01 -0.01 0.119
H 1.376827 -0.422637 1.490251 -0.01 0.03 0.00 0.110
H 0.226749 -0.016312 -2.459782 0.00 0.02 0.01 0.085
H 2.431392 -0.812519 -3.252856 0.02 -0.01 0.00 0.128
F -4.494965 -0.026487 0.286462 0.12 0.00 -0.01 0.026
C -4.434581 1.327737 0.507959 -0.20 -0.09 0.01 -0.241
C -3.191635 1.883993 0.701024 0.03 -0.09 -0.04 -0.188
C -3.199058 3.250375 0.918221 -0.04 0.12 0.01 -0.251
F -2.039914 3.911979 1.113768 -0.01 -0.03 0.00 0.068
C -4.358135 4.004091 0.933154 0.00 0.02 0.01 -0.136
F -4.318062 5.314239 1.147605 0.01 -0.02 -0.01 0.144
C -5.584705 3.384494 0.715689 0.03 -0.04 0.00 -0.121
F -6.695176 4.098139 0.721854 0.00 0.00 0.00 0.166
C -5.631949 2.016533 0.497713 0.05 0.06 0.02 -0.141
F -6.786601 1.400053 0.288865 -0.01 0.00 0.00 0.149

---

[2]
25
Properties=species:S:1:pos:R:3:forces:R:3:lowdin_charge:R:1 method="wB97M-V/def2-TZVPD" e_homo_ev=-10.359 largest_force_ev_per_a=0.982 energy_ev=-20148.2540 charge=0
Ne 0.236058 0.264392 -0.285246 -0.02 0.10 0.01 0.029
O -3.273102 -0.001758 0.457794 -0.72 0.16 -0.52 -0.074
H -2.704382 -0.752988 0.626404 0.02 -0.08 -0.06 -0.038
H -3.079782 0.609852 1.168274 0.28 0.21 0.11 -0.031
O 1.196688 3.518992 -2.297106 0.21 0.26 0.14 -0.052
H 0.498888 3.503322 -2.952126 -0.20 -0.05 -0.16 0.034
H 1.321038 2.600802 -2.056906 -0.07 -0.26 0.03 0.011
O 2.505878 -0.308068 -3.492336 0.45 0.08 -0.05 -0.023
H 3.001868 -0.268618 -2.674616 0.18 0.11 0.29 0.064
H 2.813878 -1.106278 -3.921566 0.04 -0.21 -0.26 0.066
O 2.210348 -0.295318 3.399994 0.12 0.20 0.45 -0.061
H 1.831618 -0.811218 2.688214 -0.09 -0.44 -0.46 -0.031
H 2.099718 0.614062 3.122484 0.04 0.21 -0.01 0.024
O 1.063358 -1.928088 1.302524 0.96 -0.10 0.18 -0.057
H 0.106638 -1.898078 1.302084 -0.44 0.21 -0.37 -0.037
H 1.281178 -2.647418 0.709774 0.27 -0.11 -0.06 0.051
O -1.573272 -1.870598 1.304064 0.22 -0.37 0.01 -0.015
H -1.648372 -2.823938 1.345804 -0.30 -0.42 -0.02 0.090
H -1.440012 -1.600358 2.212604 -0.29 0.29 0.57 0.090
O -0.099792 -0.106128 -3.182446 -0.91 0.23 0.03 -0.075
H -0.313822 -0.963048 -2.813516 -0.19 -0.10 0.10 0.022
H 0.851608 -0.120598 -3.286746 0.48 -0.06 -0.17 -0.054
O -2.264872 1.741412 2.459574 -0.01 -0.17 0.23 -0.038
H -3.057742 2.271452 2.541154 -0.27 0.20 0.12 0.054
H -1.563612 2.378202 2.321854 0.25 0.12 -0.13 0.053

---

[3]
62
Properties=species:S:1:pos:R:3:forces:R:3:mulliken_spin:R:1 method="wB97M-V/def2-TZVPD" e_homo_ev="-10.088 / -11.647" spin_multiplicity=5 largest_force_ev_per_a=3.954 energy_ev=-98920.9098 s_squared=6.0534 charge=+1
Pd -0.991181 -0.918670 -1.059313 -0.43 0.18 1.17 1.453
O -3.800939 0.828832 -3.361294 2.04 0.09 1.59 0.043
C -2.868085 0.521031 -2.602397 -2.21 -0.08 -2.02 0.018
N -2.446837 -0.748187 -2.367158 -0.95 -0.33 -0.82 0.217
C -3.195094 -1.857955 -2.735273 -2.55 2.56 -1.60 0.017
O -4.267712 -1.752503 -3.340424 1.77 -1.46 1.12 0.041
C -2.546685 -3.101002 -2.325552 1.66 -2.13 -0.45 -0.008
C -2.926221 -4.379453 -2.815105 0.96 0.90 1.01 0.003
C -2.105780 -5.477642 -2.500548 0.16 -0.29 -0.34 -0.004
C -0.955672 -5.291820 -1.723819 -0.08 0.12 0.45 0.004
C -0.692710 -4.002051 -1.257878 -0.33 -0.19 -0.62 0.013
N -1.388270 -2.914875 -1.623496 -1.26 -2.78 0.18 0.085
C -2.107824 1.551595 -1.800983 0.46 -0.25 0.40 0.079
C -2.653617 2.821979 -1.908303 -0.20 0.87 -0.10 0.286
C -2.181017 3.804734 -1.025061 0.34 -0.41 0.57 -0.052
C -1.179033 3.489676 -0.147897 0.43 0.17 -0.25 0.275
C -0.421491 2.168853 -0.099175 -2.19 0.33 -0.43 -0.107
N -1.120062 1.173446 -1.005444 -0.03 1.99 -0.07 0.480
H -3.808987 -4.430450 -3.431216 -0.11 -0.17 -0.01 0.001
H -2.312275 -6.493679 -2.885926 -0.09 0.81 0.21 0.000
H -0.258742 -6.108765 -1.415279 -0.92 0.70 -0.44 0.001
H 0.111360 -3.840211 -0.566768 0.47 0.18 0.12 -0.004
H -3.448986 2.964145 -2.648032 0.36 0.03 0.45 0.003
H -2.648227 4.774180 -0.984117 0.08 0.22 -0.09 0.000
H -0.775907 4.278777 0.477733 -0.13 -0.07 0.11 0.040
H -0.520330 1.765003 0.921929 -0.10 -0.10 -0.16 0.080
C 3.798065 2.229769 1.218905 -0.19 -0.77 0.29 0.001
Ge 2.165825 3.300052 0.929415 0.30 1.26 0.71 -0.003
C 2.706382 5.057612 0.143139 -0.31 -0.54 -0.05 0.001
C 1.122265 3.569937 2.625895 0.33 0.19 -0.85 -0.001
C 1.044412 2.390790 -0.372547 0.45 -0.62 -1.66 0.066
H 4.345598 1.980273 0.300272 -0.32 0.17 0.05 0.000
H 3.540241 1.271183 1.717569 0.06 0.41 -0.28 0.000
H 4.513418 2.720579 1.877874 -0.11 0.22 0.02 0.000
H 2.346310 5.900743 0.733242 -0.05 -0.04 -0.09 0.000
H 2.356611 5.143492 -0.894831 -0.10 0.04 0.33 0.000
H 3.786723 5.109818 0.097229 0.28 0.03 0.12 0.000
H 1.683099 4.239267 3.280201 -0.16 0.07 -0.06 0.000
H 1.029272 2.624033 3.140271 -0.21 -0.30 0.16 0.000
H 0.122266 3.991948 2.404864 0.59 -0.21 0.28 0.000
H 1.544662 1.413937 -0.488078 -0.30 0.21 -0.18 0.004
H 1.140566 2.937772 -1.342217 0.06 -0.48 0.59 0.001
N 2.944971 -1.937564 -0.270017 -0.87 -0.91 0.59 0.003
C 1.882446 -1.561166 -1.021252 0.45 0.13 0.62 0.001
N 0.876665 -1.104716 -0.328332 2.18 -0.46 2.07 0.007
C 1.251948 -1.249658 1.071065 1.14 -0.83 -1.95 0.021
C 0.610841 -0.889364 2.238543 1.21 -0.87 0.41 0.035
C 1.229506 -1.290412 3.435352 0.06 0.20 -0.38 -0.001
C 2.390535 -2.077058 3.441008 0.32 -0.37 -0.42 0.000
C 3.033240 -2.474237 2.243188 -0.68 1.04 0.59 0.000
C 2.502254 -1.940772 1.072319 -0.32 0.65 0.03 0.001
H 3.737979 -2.426423 -0.663809 -0.10 0.05 0.29 0.001
H 1.907092 -1.708601 -2.081070 -0.11 0.32 -0.43 0.002
H -0.300714 -0.363774 2.178989 -0.90 0.57 0.25 -0.009
H 0.829351 -0.986034 4.397460 -0.14 -0.06 -0.21 0.000
H 2.802812 -2.381239 4.416491 -0.22 0.05 -0.68 0.000
H 3.885119 -3.128161 2.240850 0.33 0.02 0.07 0.001
C -3.102376 -1.471654 1.293746 0.88 -1.14 0.61 -0.043
O -2.055080 -0.718597 0.741999 -0.45 -0.40 -0.38 0.841
H -3.159415 -1.123616 2.322702 -0.39 -0.03 0.24 0.031
H -2.933767 -2.594699 1.313218 0.00 1.21 -0.40 0.012
H -4.068800 -1.278448 0.817142 0.15 0.27 -0.28 0.066

---

[4]
51
Properties=species:S:1:pos:R:3:forces:R:3:lowdin_charge:R:1 method="wB97M-V/def2-TZVPD" e_homo_ev=-6.043 largest_force_ev_per_a=8.650 energy_ev=-33191.2308 charge=-1
F 1.356042 0.655928 -1.069773 -1.23 0.13 0.67 -0.542
C -3.390412 1.218170 -3.222499 0.64 -0.69 0.32 -0.089
C -2.220441 0.429293 -2.558118 0.97 1.59 0.42 -0.299
O -0.997547 1.238483 -2.559207 -2.76 0.11 -1.31 -0.100
H -3.636271 2.124419 -2.668997 0.60 0.29 -0.23 0.067
H -4.329037 0.668717 -3.150536 0.07 -0.55 -0.13 0.054
H -3.180079 1.384622 -4.278987 -0.03 0.36 0.11 0.066
H -2.031849 -0.531853 -3.036377 -0.04 -0.04 -0.29 0.091
H -2.559823 0.221884 -1.543283 0.21 -0.03 0.34 0.072
H -0.287518 1.044279 -1.942968 0.85 -1.00 0.79 0.004
C 0.797898 3.980489 0.735804 -1.57 -0.01 2.01 -0.792
O 0.562534 4.963628 1.401806 -0.53 1.58 1.00 -0.003
N 1.679109 3.896330 -0.195685 3.43 -0.08 -3.24 0.183
N 0.221075 2.787059 0.924956 -2.31 -2.65 0.92 0.153
H 2.446355 4.552173 -0.231801 -0.37 -0.10 0.00 0.116
H 1.865425 2.948409 -0.490373 0.54 -0.12 -0.65 0.076
H -0.647696 2.642604 1.419390 0.27 0.94 0.22 0.095
H 0.342341 2.015266 0.284855 0.76 -0.06 -0.57 0.047
C 1.046003 -2.769059 -2.275125 4.15 5.09 0.12 -0.805
O 2.169881 -2.526255 -2.719736 0.02 -0.70 0.04 0.019
N 0.351657 -1.937972 -1.540530 -1.45 3.12 2.58 0.173
N 0.359215 -3.787773 -2.494602 -3.42 -7.62 -2.25 0.160
H -0.568497 -2.136789 -1.174623 0.41 -0.29 -0.11 0.063
H 0.737246 -1.066309 -1.206437 0.69 0.99 -0.40 0.046
H 0.790600 -4.552188 -2.994270 -0.43 0.08 0.11 0.123
H -0.567433 -3.851007 -2.097843 0.41 -0.50 -0.31 0.110
C 4.152378 1.750566 0.795077 -2.25 -2.86 -2.37 -0.775
O 4.126192 1.743172 -0.421157 0.28 -0.41 -0.24 0.030
N 4.686563 2.690182 1.479730 2.59 4.23 2.72 0.143
N 3.598890 0.843884 1.649110 -0.29 -1.10 -0.13 0.162
H 4.428150 2.714714 2.455798 0.56 0.87 -0.32 0.102
H 5.100950 3.462863 0.978388 -0.24 -0.07 0.46 0.119
H 3.067607 0.060476 1.296811 -0.14 0.26 0.16 0.084
H 3.636130 1.083403 2.629599 -0.43 -0.75 -0.35 0.085
C -0.698169 -1.042498 3.775524 -1.30 -0.95 -1.55 -0.063
C -0.543667 -1.776068 2.389709 0.42 2.99 -0.25 -0.371
C -1.777907 -1.584113 1.463085 -0.12 -1.11 1.78 -0.208
O -1.883574 -2.649062 0.521253 -0.73 0.42 0.47 -0.217
C -3.033051 -2.467044 -0.331453 1.57 -0.14 -0.36 -0.087
N 0.672646 -1.174127 1.738927 -0.19 -2.39 -0.13 0.043
H 0.207368 -1.153110 4.372077 -0.16 0.37 -0.18 0.071
H -1.578363 -1.410764 4.302537 0.12 -0.45 0.34 0.056
H -1.021409 -0.032254 3.524491 0.78 0.41 0.25 0.070
H -0.388373 -2.849381 2.499107 0.11 0.05 0.08 0.133
H -1.893677 -0.617050 0.973707 0.49 0.22 0.03 0.126
H -2.563860 -1.689882 2.210880 -0.96 0.08 -0.29 0.109
H -3.883406 -1.935956 0.096271 0.02 -0.30 0.47 0.091
H -3.269580 -3.469146 -0.689138 -0.37 0.18 -0.03 0.089
H -2.653774 -1.851654 -1.147259 -0.50 -0.03 -0.41 0.047
H 0.668184 -1.868726 1.005708 1.51 -0.39 -0.70 0.038
H 0.534974 -0.390974 1.116180 -0.65 1.05 0.35 0.034

---

[5]
15
Properties=species:S:1:pos:R:3:forces:R:3:lowdin_charge:R:1 method="wB97M-V/def2-TZVPD" e_homo_ev=-9.154 largest_force_ev_per_a=0.461 energy_ev=-7263.7724 charge=0
N 0.236629 -2.231660 -1.219194 -0.04 0.05 0.03 -0.016
C -0.291207 -1.392872 -0.139110 -0.27 -0.37 0.03 -0.287
C -0.483932 0.023396 -0.637710 0.04 0.17 -0.20 -0.307
O -1.077756 0.861139 0.326377 0.10 0.05 0.15 -0.098
H 0.624210 -3.096769 -0.863536 -0.10 0.05 -0.02 0.058
H -0.510120 -2.472124 -1.862933 0.14 -0.03 0.04 0.064
H 0.397426 -1.408873 0.700693 0.28 0.09 0.06 0.108
H -1.246934 -1.754297 0.270190 0.04 0.09 -0.11 0.111
H -1.131575 0.007140 -1.517184 -0.16 -0.03 0.01 0.112
H 0.469257 0.426933 -0.999102 0.09 -0.05 0.11 0.107
H -0.363338 1.242366 0.870522 -0.15 0.02 -0.09 0.022
N 1.234497 2.331037 1.347962 0.39 0.13 -0.20 0.028
H 1.761046 2.391892 2.212811 -0.12 -0.06 0.10 0.029
H 1.011957 3.287946 1.090147 -0.16 -0.02 0.07 0.037
H 1.912809 2.034089 0.649543 -0.09 -0.09 0.03 0.033

---

[6]
17
Properties=species:S:1:pos:R:3:forces:R:3:lowdin_charge:R:1 method="wB97M-V/def2-TZVPD" e_homo_ev=-9.228 largest_force_ev_per_a=2.806 energy_ev=-8428.9107 charge=0
C 1.819596 0.891762 -0.060548 -0.04 0.01 -0.03 -0.038
C 1.170377 -0.472652 0.060739 0.25 0.10 -0.23 -0.321
O 0.526859 -0.664089 1.337022 0.37 -0.23 0.28 -0.057
C -0.703716 -0.998098 0.708903 -0.12 -0.39 0.51 -0.305
C -1.591770 0.235200 0.632704 0.47 0.26 0.15 -0.090
C -1.086742 0.372857 -0.914202 -0.34 0.53 1.57 -0.092
C -0.141552 -0.824483 -0.709574 -0.21 -0.01 0.12 -0.160
H 1.086598 1.698885 0.031706 0.09 -0.12 0.00 0.073
H 2.558961 1.020777 0.738333 -0.11 -0.08 -0.14 0.084
H 2.333897 0.990579 -1.023130 -0.07 -0.02 0.11 0.086
H 1.937293 -1.251903 -0.062825 -0.16 0.11 -0.14 0.140
H -1.143280 -1.944338 1.024940 0.05 0.04 0.30 0.144
H -1.324947 1.056886 1.285622 0.27 -0.16 0.41 0.102
H -2.671354 0.002751 0.803833 0.69 0.39 -0.67 0.112
H -2.130494 0.261333 -1.104377 -0.17 -0.72 -2.71 0.083
H -0.617447 1.278534 -1.328663 -0.64 -0.15 0.39 0.100
H -0.022276 -1.653998 -1.420490 -0.30 0.45 0.07 0.136